Entry 1:
Here is a cluster of 20 separate species, C52H84Cl12O28P in total in a non-equilibrium geometry from OMol25. Energies are from the ωB97M-V functional and the def2-TZVPD basis.

Element x y z (Å)
O  9.766848  -0.260668  -2.852053
C  1.619218  2.342202  1.824267
H  0.394898  -1.148988  -0.852473
C  -2.335152  -4.933248  -2.635553
P  -0.274002  0.657532  0.399347
Cl  6.051368  -4.670888  -3.212113
H  12.662848  -4.946578  -3.705513
H  0.031308  1.245482  2.764037
H  -5.805872  5.533742  -1.823923
O  -6.348112  -2.608748  0.950307
H  -4.870052  -2.712318  4.155607
C  9.334138  -3.796268  -2.126463
H  -0.044892  -7.321098  -1.819233
C  -2.732022  1.631552  -4.087923
O  -1.787812  -7.004048  -3.615303
O  -5.920592  3.473882  -3.241943
H  -6.528832  4.151252  -3.537663
H  -4.690662  3.659562  -1.972493
H  2.984208  -2.091188  -0.286453
C  -3.072122  0.614602  1.070587
C  5.961058  2.409652  -3.343783
O  -1.248542  -3.470018  0.353417
C  -5.435962  5.584762  -0.810533
C  4.021298  -5.757778  3.180457
C  9.064318  -2.496438  -2.279773
C  11.509388  -3.389328  -3.347943
C  -2.167732  -4.055268  -1.640183
O  3.369708  -4.865768  -0.305463
H  -0.320872  -1.032968  3.843077
O  -6.162912  7.303702  2.386927
H  -8.301512  3.737292  3.796167
C  -4.027212  4.662432  1.019927
C  -4.629532  5.672422  1.958667
C  10.589958  -4.401558  -2.690483
H  -1.568752  0.330602  -2.147473
H  6.367538  5.052422  -0.564743
O  -4.171772  0.229832  5.671057
C  0.161498  1.747402  1.805267
O  -6.651442  -0.538858  -0.997043
C  4.140548  -7.202448  3.113457
O  -7.074752  7.296132  -0.304503
H  3.440758  -6.697028  -1.129593
C  2.373578  -0.000948  -0.644923
H  -7.250402  4.643322  2.751247
H  -6.974692  -3.156008  1.423727
C  4.772388  -0.945308  -0.786873
H  1.156878  -1.289438  0.664017
O  -4.092352  3.680132  -1.222023
H  -0.723332  2.660432  -3.828733
C  -5.715572  -2.353328  -3.946023
C  -0.473242  1.785652  -0.978553
H  -3.590002  1.677772  -3.417233
H  5.245118  -2.458668  -3.564583
C  -6.300332  -0.809228  -2.123653
H  -5.735682  1.053582  0.836207
O  0.342838  -5.834458  0.316947
C  -4.145882  -0.233428  1.607617
H  -6.852822  -2.160398  4.935237
O  4.391598  -7.971448  4.035167
H  5.069118  0.016822  -1.204433
H  0.584158  -3.485688  2.493287
H  -0.537392  2.583772  1.816387
Cl  3.229628  8.908432  5.537177
C  10.037358  -1.523408  -2.856863
H  12.026628  -1.503548  -3.917793
H  -1.813622  3.062812  -2.739363
O  -3.195112  3.849042  1.392927
H  -4.202812  -1.079738  0.923057
C  3.141838  8.128402  3.937477
H  -4.756292  -0.357718  5.192127
H  4.958198  -0.719328  0.263127
H  -6.737552  -1.734408  0.960357
O  0.524458  -4.428348  2.648407
O  0.318088  -1.197898  3.149707
H  2.459008  2.897302  4.700897
C  3.123318  6.347082  -1.355563
Cl  5.135438  2.484322  -1.797653
C  -1.842722  -0.212508  0.652387
H  -6.105332  0.014882  2.212577
C  -6.156392  6.484722  0.017067
C  3.265248  -1.240378  -0.907133
O  7.938288  -1.919068  -1.778943
C  6.456968  4.621142  0.432307
H  -1.620592  -0.881538  1.483737
H  2.252018  0.562312  -1.570163
H  6.855168  3.031102  -3.293953
H  3.738388  6.983852  -0.719713
C  -0.834142  1.118632  -2.313213
O  -3.179392  -4.612378  -3.682303
Cl  3.785748  -3.664218  -4.965563
H  5.278368  2.685672  -4.147423
H  1.946178  2.800722  0.891017
C  -6.314002  0.249432  -3.158173
H  2.895188  3.878022  2.603497
Cl  -7.387332  5.674552  4.850887
H  3.643128  -3.923768  2.208997
H  -5.944542  0.574562  -6.230233
O  10.802908  -5.583858  -2.571553
H  -1.284172  1.181462  5.679157
H  -6.103042  -2.710138  -0.828393
H  -3.923442  -0.621628  2.601557
H  2.976948  -1.627748  -1.884333
C  -6.022982  -2.156458  -2.619003
H  -7.032182  -0.809078  4.276707
O  -5.910122  -3.151108  -1.659013
H  0.351178  -5.085528  0.917467
C  -7.373622  4.309042  3.781377
C  -5.659662  -1.330328  -5.049853
C  3.633898  -6.975388  0.676967
C  4.755858  -3.427038  -3.459813
H  2.351528  1.549452  1.977167
H  -2.789772  1.290122  1.878077
H  -5.075642  -3.435188  2.841427
C  -6.060282  0.015342  -4.431963
Cl  1.917608  6.747422  3.887947
H  1.142038  -1.347608  3.613307
C  -1.623482  -6.201258  -2.770023
H  -3.230842  -5.330348  -4.317503
H  4.086228  7.700062  3.601667
Cl  8.073598  4.932682  1.086717
C  1.848488  3.587672  2.694097
C  -0.469212  -5.553058  -0.706093
H  4.043538  -8.792588  1.626447
H  -6.563532  8.066652  1.963817
H  -5.435742  -3.345318  -4.268603
Cl  -5.915142  3.310832  4.196847
C  3.544558  -5.513798  0.707797
H  0.012118  0.720142  -2.872813
C  -1.266022  -4.256418  -0.537523
Cl  5.225068  5.236272  1.437487
H  -2.114872  -0.906588  -0.142783
H  -2.584082  -3.063498  -1.737383
H  1.345238  4.485902  2.336287
C  3.922578  -7.725058  1.736697
H  -4.758072  0.845012  6.111547
C  -0.641512  -6.424158  -1.742173
O  -5.074312  -1.498408  -6.096573
H  2.367208  7.018872  -1.761893
C  1.596938  3.332312  4.195227
H  -0.400302  -4.581578  2.842247
C  -4.554822  4.667882  -0.359523
C  -5.586332  6.454632  1.489037
O  12.685128  -3.993088  -3.814943
C  11.249668  -2.100418  -3.463383
H  -2.978842  2.228312  -4.966023
H  -2.668552  0.684722  -4.624203
Cl  4.154608  5.792262  -2.692683
O  3.639228  -7.425338  -0.536493
H  5.440248  -1.735268  -1.130413
C  -5.357532  0.686042  1.790157
H  4.090988  -3.399998  -2.596493
O  -6.185812  0.976882  -5.392653
H  0.468908  2.331112  -1.032743
O  -4.545752  -3.449618  3.638447
C  3.767028  -4.990028  2.090097
O  4.172708  -5.253288  4.405557
H  6.334328  3.538592  0.466297
Cl  2.316658  4.980832  -0.492833
H  8.610138  -4.481858  -1.711513
H  4.138848  -5.961278  5.053017
Cl  6.550248  0.777472  -3.684523
C  0.985938  -0.573558  -0.139973
O  -1.748122  0.969932  4.869067
H  0.649258  2.858882  4.451887
H  -6.138602  2.707452  -3.772313
H  7.887248  -1.067738  -2.219653
H  -5.010512  1.507682  2.416717
H  1.417968  4.302852  4.657977
H  -6.585972  1.222932  -2.777753
H  2.723888  8.820352  3.206307
C  -1.502542  2.155742  -3.257583
O  -6.365402  -1.455218  4.509357
H  -1.270902  2.472752  -0.696213
H  -3.412282  1.169772  0.196417
H  -4.144722  5.725762  2.922257
H  2.951218  0.565472  0.085557
H  -2.625602  0.715412  5.154507

Cartesian forces (eV/Å) of the 6 atoms listed first:
0.8266 -4.8626 0.0359
-0.0872 0.6945 -1.1708
0.4014 0.0143 -0.6318
-2.1620 1.5998 -2.0254
0.2680 0.0680 -0.1006
-0.9568 0.6191 -0.2091

* max |F|: 4.93 eV/A
* gap between HOMO and LUMO: 7.041 eV
* net charge: +1
* HOMO energy: -10.73 eV
* E_LUMO: -3.69 eV
* calculated total energy: -10001.86626 a.u.


Entry 2:
Here is an isolated molecule of C3H8N4 in a non-equilibrium geometry from OMol25. Energies are from the ωB97M-V functional and the def2-TZVPD basis.

Element x y z (Å)
H  -3.016844  -0.736705  1.021001
C  -2.533087  -0.308652  0.055141
H  -3.092046  -0.740317  -0.863083
H  1.589865  1.859171  -1.061448
H  0.928667  2.062841  0.692592
C  1.894303  -0.759088  -0.038263
H  2.490296  -2.558222  0.219166
H  -2.781571  0.794939  0.119574
H  2.796934  -0.212079  0.191783
N  1.582477  -1.945653  -0.015047
N  0.963872  0.224507  -0.220298
N  -1.181800  -0.756459  -0.275725
C  -0.493625  0.240308  -0.161739
N  1.617237  1.499557  0.025269
H  -0.764673  1.335853  0.311074

Cartesian forces (eV/Å) of the 6 atoms listed first:
1.2156 0.1845 -1.6613
-3.6176 -1.6976 -0.9510
-0.0061 0.8468 1.7827
0.0918 0.2068 3.9357
1.9492 -1.0669 -2.2407
-0.2641 1.7042 0.7074

* max |F|: 6.81 eV/A
* gap between HOMO and LUMO: 9.543 eV
* energy relative to the best compared isomer or geometry (same formula, charge and spin): 102.3 kcal/mol
* HOMO energy: -8.79 eV
* E_LUMO: 0.75 eV
* calculated total energy: -337.99078 a.u.